# 1
A cluster of 5 separate species, C24H37ClN2O12 in total. Source: the OMol25 dataset; level of theory: wB97M-V/def2-TZVPD.

Its HOMO energy is -9.2 eV. The HOMO-LUMO gap comes out at 0.3068 hartree. Its LUMO energy is -0.835 eV. As for the structure (SMILES): Clc1ccc2nccnc2c1.CCOC(=O)OC.CCOC(=O)OC.CCOC(=O)OC.CCOC(=O)OC.

Last columns: bonded neighbours and bond lengths (Å).
Element x y z (Å)
1 O 2.09329 -5.28352 2.29372  C6 1.435, C15 1.337
2 H 5.40912 4.44305 -3.21502  C48 1.093
3 H -1.54848 -2.73723 1.11449  C73 1.093
4 H 1.49754 -3.92949 0.89709  C6 1.091
5 C 0.35773 4.95009 -2.34743  C14 1.449, H63 1.116, C64 1.516
6 C 1.94319 -4.92488 0.91221  O1 1.435, H4 1.091, H9 1.092, C46 1.517
7 H -5.34763 2.91488 -3.71129  C21 1.124
8 H -0.24308 -0.37425 2.58777  C69 1.092
9 H 2.92004 -4.84806 0.42974  C6 1.092
10 O 0.82175 -1.50638 1.19929  C51 1.338, C69 1.435
11 H -5.52153 5.11664 -2.46234  C40 1.123
12 O 2.88181 -6.55719 3.85961  C15 1.341, C70 1.427
13 O -4.97133 -2.77290 1.57322  C65 1.341, C76 1.428
14 C -0.95982 5.50974 -2.12413  C5 1.449, C22 1.513, H34 1.126
15 C 2.87527 -6.34075 2.53593  O1 1.337, O12 1.341, O66 1.205
16 H 5.36385 4.76282 -0.70160  C23 1.091
17 C -6.28167 -4.71833 4.16546  H29 1.091, H38 1.092, O41 1.434, C52 1.516
18 O 0.14667 0.40489 0.17808  C51 1.205
19 H 7.21943 8.75781 -1.11857  C36 1.091
20 H 4.25712 3.47466 -1.19238  C23 1.091
21 C -4.39092 3.39610 -3.36898  H7 1.124, C40 1.495, N55 1.362
22 C -2.23588 4.79756 -2.51584  C14 1.513, C47 1.477, N62 1.392
23 C 4.45568 4.54514 -1.26570  H16 1.091, H20 1.091, C48 1.517, H57 1.093
24 H 3.67123 4.71137 -3.25136  C48 1.092
25 C 5.95476 6.86247 -2.49640  O50 1.338, O60 1.205, O67 1.341
26 O 1.89773 -0.83097 -0.55661  C51 1.340, C59 1.428
27 H -8.12839 -5.80993 4.39577  C52 1.091
28 H -5.55681 -0.77566 1.41136  C76 1.091
29 H -5.69922 -5.46915 4.70150  C17 1.091
30 H -6.23138 -1.89639 0.18378  C76 1.091
31 O -6.85364 -2.47225 2.79847  C65 1.205
32 H -1.85580 -1.04838 0.75244  C73 1.092
33 H 0.06786 -5.96849 0.69328  C46 1.093
34 H -1.01390 6.52254 -1.63564  C14 1.126
35 Cl 2.07632 2.90365 -3.35765  C64 1.793
36 C 7.12151 8.84580 -2.20177  H19 1.091, H39 1.089, H45 1.090, O67 1.427
37 H 0.86670 -5.56810 -0.84373  C46 1.091
38 H -6.52346 -3.92698 4.87846  C17 1.092
39 H 7.03797 9.90068 -2.45907  C36 1.089
40 C -4.49407 4.70306 -2.65080  H11 1.123, C21 1.495, N62 1.362
41 O -5.43355 -4.21207 3.12593  C17 1.434, C65 1.338
42 H 4.61967 -7.71182 3.86774  C70 1.090
43 H -0.00934 -2.07433 2.96708  C69 1.091
44 H 3.07249 -8.61856 3.90089  C70 1.091
45 H 7.99965 8.43506 -2.70098  C36 1.090
46 C 1.03199 -5.89456 0.18444  C6 1.517, H33 1.093, H37 1.091, H61 1.091
47 C -2.13440 3.48826 -3.19207  C22 1.477, N55 1.391, C68 1.512
48 C 4.58890 4.96552 -2.71677  H2 1.093, C23 1.517, H24 1.092, O50 1.435
49 H 2.07647 1.09813 -1.33062  C59 1.089
50 O 4.75207 6.38606 -2.83843  C25 1.338, C48 1.435
51 C 0.88242 -0.54479 0.27027  O10 1.338, O18 1.205, O26 1.340
52 C -7.53125 -5.36386 3.59871  C17 1.516, H27 1.091, H72 1.092, H75 1.091
53 H 3.63471 -7.74882 5.33746  C70 1.089
54 H 2.91845 -0.18576 -2.20724  C59 1.089
55 N -3.22436 2.74722 -3.63799  C21 1.362, C47 1.391
56 H -2.36429 -1.70799 2.31190  C73 1.091
57 H 3.64160 5.09113 -0.78203  C23 1.093
58 H -4.53147 -1.40614 0.11629  C76 1.089
59 C 2.00777 0.06380 -1.66394  O26 1.428, H49 1.089, H54 1.089, H74 1.091
60 O 6.89632 6.21449 -2.11475  C25 1.205
61 H 1.45608 -6.89965 0.15910  C46 1.091
62 N -3.43424 5.43346 -2.20561  C22 1.392, C40 1.362
63 H 1.29931 5.47280 -2.05514  C5 1.116
64 C 0.45785 3.60792 -3.04511  C5 1.516, Cl35 1.793, C68 1.458
65 C -5.85285 -3.08845 2.53272  O13 1.341, O31 1.205, O41 1.338
66 O 3.46236 -6.99774 1.71358  C15 1.205
67 O 5.92775 8.19547 -2.63633  C25 1.341, C36 1.427
68 C -0.75927 2.91402 -3.44833  C47 1.512, C64 1.458, H71 1.125
69 C -0.23748 -1.37845 2.15818  H8 1.092, O10 1.435, H43 1.091, C73 1.516
70 C 3.59822 -7.72804 4.24919  O12 1.427, H42 1.090, H44 1.091, H53 1.089
71 H -0.69087 1.91308 -3.95804  C68 1.125
72 H -7.26680 -6.13953 2.87642  C52 1.092
73 C -1.58061 -1.73714 1.55324  H3 1.093, H32 1.092, H56 1.091, C69 1.516
74 H 1.15624 -0.06868 -2.33367  C59 1.091
75 H -8.15271 -4.63762 3.07277  C52 1.091
76 C -5.35638 -1.64611 0.78574  O13 1.428, H28 1.091, H30 1.091, H58 1.089

Charge distribution, Mulliken scheme, values in e: O -0.310; H 0.384; H 0.297; H -0.002; C -0.369; C 0.162; H 0.353; H 0.390; H 0.334; O -0.288; H 0.351; O -0.346; O -0.290; C -0.559; C 0.758; H 0.408; C -0.191; O -0.587; H 0.291; H 0.254; C -0.159; C 0.409; C -1.037; H 0.133; C 0.736; O -0.326; H 0.358; H 0.334; H 0.288; H 0.343; O -0.557; H 0.300; H 0.304; H 0.320; Cl -0.230; C -0.633; H 0.355; H 0.307; H 0.226; C -0.134; O -0.336; H 0.291; H 0.336; H 0.290; H 0.292; C -1.214; C 0.455; C -0.057; H 0.263; O -0.388; C 0.683; C -1.093; H 0.227; H 0.279; N -0.574; H 0.351; H 0.294; H 0.210; C -0.615; O -0.552; H 0.367; N -0.573; H 0.237; C 0.611; C 0.761; O -0.555; O -0.346; C -0.493; C -0.507; C -0.641; H 0.348; H 0.291; C -0.908; H 0.309; H 0.312; C -0.727

***

# 2
A cluster of 3 separate species, C24H37F4NO8 in total. Source: the OMol25 dataset; level of theory: wB97M-V/def2-TZVPD.

Its HOMO energy is -9.1 eV. The HOMO-LUMO gap comes out at 0.3105 hartree. Its LUMO energy is -0.652 eV. As for the structure (SMILES): O=C1c2cccc(CCCF)c2C(=O)N1C(F)(F)F.COCCOCCOC.COCCOCCOC. As for the relative energy (zero: lowest compared OMol25 entry of this formula, charge and spin): 15.1 kcal/mol.

Last columns: bonded neighbours and bond lengths (Å).
Element x y z (Å)
1 C -1.22702 -5.76997 -3.79494  H22 1.096, C24 1.516, O41 1.419, H74 1.098
2 H -0.28579 6.93937 5.50424  C60 1.089
3 H -1.03116 -1.41131 -4.00506  C51 1.087
4 C 0.04443 -4.85829 -1.12453  O14 1.424, C29 1.516, H49 1.090, H58 1.093
5 H 0.08251 4.81497 2.81251  C57 1.096
6 H -3.84233 -6.46544 -3.44214  C52 1.095
7 H 4.03625 3.75333 -2.19119  C53 1.095
8 H -4.05966 2.76916 6.26178  C64 1.089
9 O -2.05365 3.02761 6.40671  C37 1.419, C64 1.411
10 C 3.27547 1.74811 -1.73226  H25 1.093, H39 1.099, C43 1.561, C53 1.529
11 C -0.90701 1.83330 -3.15218  C38 1.394, C42 1.517, C67 1.371
12 H 1.18923 2.45988 5.89815  C44 1.093
13 H 0.80533 6.27816 4.27807  C60 1.096
14 O 0.44650 -4.53543 -2.45178  C4 1.424, C24 1.424
15 O 1.73472 4.03021 -2.81000  C72 1.198
16 C 0.79481 -0.35327 -3.56895  H33 1.086, C51 1.422, C65 1.390
17 O 0.66080 -7.19871 -0.97802  C18 1.411, C29 1.418
18 C 1.81717 -8.00547 -1.02262  O17 1.411, H19 1.096, H20 1.095, H71 1.089
19 H 2.64961 -7.47657 -1.50031  C18 1.096
20 H 2.10797 -8.32386 -0.01564  C18 1.095
21 F -1.72680 4.54113 -0.37234  C69 1.322
22 H -1.72148 -4.80649 -3.96300  C1 1.096
23 H -1.97771 2.91157 4.03711  C68 1.091
24 C 0.22911 -5.52854 -3.44932  C1 1.516, O14 1.424, H63 1.090, H73 1.093
25 H 2.42651 2.19067 -1.20540  C10 1.093
26 H -0.48872 2.44072 7.57566  C37 1.098
27 H -3.32470 -5.04337 -2.47766  C52 1.096
28 H 0.33515 3.97911 5.74228  C44 1.091
29 C 0.89572 -5.90834 -0.43902  C4 1.516, O17 1.418, H34 1.096, H66 1.098
30 H 3.34097 1.49729 -3.92932  C43 1.095
31 F 0.37980 4.92149 -0.38757  C69 1.339
32 H -2.52274 0.54633 -3.62587  C67 1.088
33 H 1.44278 -1.21321 -3.70894  C16 1.086
34 H 1.95193 -5.63349 -0.53906  C29 1.096
35 H -3.11507 1.31563 5.91104  C64 1.096
36 F 5.32316 2.33616 -2.86857  C53 1.389
37 C -0.82511 2.32871 6.53648  O9 1.419, H26 1.098, C44 1.516, H46 1.095
38 C 0.48000 1.91905 -3.03799  C11 1.394, C65 1.379, C72 1.520
39 H 3.65732 0.97303 -1.05304  C10 1.099
40 O 0.06339 2.56344 4.24138  C44 1.422, C68 1.422
41 O -1.88217 -6.50517 -2.77386  C1 1.419, C52 1.412
42 C -1.57783 3.15639 -2.83263  C11 1.517, N56 1.437, O62 1.199
43 C 2.85628 1.04135 -3.05932  C10 1.561, H30 1.095, H47 1.098, C65 1.519
44 C 0.23085 2.90133 5.61246  H12 1.093, H28 1.091, C37 1.516, O40 1.422
45 O -1.06059 5.38799 4.45046  C57 1.419, C60 1.410
46 H -0.95488 1.26327 6.31733  C37 1.095
47 H 3.28039 0.03107 -2.99122  C43 1.098
48 H -1.05518 2.63019 2.57730  C68 1.093
49 H -1.01455 -5.11490 -1.08747  C4 1.090
50 F -0.29400 2.88946 -0.17914  C69 1.359
51 C -0.61595 -0.44820 -3.72083  H3 1.087, C16 1.422, C67 1.370
52 C -3.23135 -6.12893 -2.59839  H6 1.095, H27 1.096, O41 1.412, H61 1.089
53 C 4.40624 2.76046 -1.91521  H7 1.095, C10 1.529, F36 1.389, H70 1.099
54 H -3.29690 1.88292 7.60384  C64 1.095
55 H -1.67770 4.93288 2.55820  C57 1.098
56 N -0.51920 3.89707 -2.20297  C42 1.437, C69 1.416, C72 1.446
57 C -0.89725 4.62465 3.26588  H5 1.096, O45 1.419, H55 1.098, C68 1.515
58 H 0.15632 -3.92803 -0.56133  C4 1.093
59 H -0.59018 7.29183 3.78750  C60 1.096
60 C -0.23828 6.53282 4.49482  H2 1.089, H13 1.096, O45 1.410, H59 1.096
61 H -3.59087 -6.60205 -1.68557  C52 1.089
62 O -2.69465 3.52005 -3.07598  C42 1.199
63 H 0.74063 -6.45715 -3.19623  C24 1.090
64 C -3.18297 2.19583 6.56076  H8 1.089, O9 1.411, H35 1.096, H54 1.095
65 C 1.35681 0.87340 -3.23357  C16 1.390, C38 1.379, C43 1.519
66 H 0.63904 -5.93692 0.62773  C29 1.098
67 C -1.44290 0.62647 -3.52257  C11 1.371, H32 1.088, C51 1.370
68 C -1.03256 3.14122 3.54342  H23 1.091, O40 1.422, H48 1.093, C57 1.515
69 C -0.56757 4.06829 -0.79787  F21 1.322, F31 1.339, F50 1.359, N56 1.416
70 H 4.92412 2.90191 -0.95627  C53 1.099
71 H 1.58703 -8.88624 -1.62044  C18 1.089
72 C 0.73962 3.37425 -2.68439  O15 1.198, C38 1.520, N56 1.446
73 H 0.71927 -5.14044 -4.34634  C24 1.093
74 H -1.28076 -6.36375 -4.71676  C1 1.098

Charge distribution, Mulliken scheme, values in e: C -0.510; H 0.245; H 0.453; C -0.326; H 0.325; H 0.327; H 0.194; H 0.232; O -0.275; C -0.458; C -0.270; H 0.414; H 0.346; O -0.425; O -0.476; C -1.083; O -0.276; C -0.795; H 0.357; H 0.325; F -0.269; H 0.288; H 0.127; C -0.338; H 0.093; H 0.404; H 0.343; H 0.108; C -0.589; H 0.461; F -0.298; H 0.469; H 0.496; H 0.357; H 0.356; F -0.320; C -0.543; C 1.766; H 0.451; O -0.478; O -0.278; C -0.052; C -0.753; C -0.339; O -0.301; H 0.343; H 0.352; H 0.348; H 0.124; F -0.297; C -0.613; C -0.791; C -0.329; H 0.326; H 0.337; N 0.078; C -0.457; H 0.413; H 0.327; C -0.795; H 0.234; O -0.513; H 0.113; C -0.798; C 0.530; H 0.385; C -0.735; C -0.254; C 0.970; H 0.304; H 0.234; C -0.155; H 0.436; H 0.396

***

# 3
The molecule C24H37FN2O2. Source: the OMol25 dataset; level of theory: wB97M-V/def2-TZVPD.

Its HOMO energy is -9.0 eV. The HOMO-LUMO gap comes out at 0.3551 hartree. Its LUMO energy is 0.675 eV. As for the structure (SMILES): Cc1cc(C(=O)N(C)CCCCCCNC(=O)C[C@H]2CCCC[C@@H]2C)ccc1F. As for the relative energy (zero: lowest compared OMol25 entry of this formula, charge and spin): 0.0 kcal/mol.

Last columns: bonded neighbours and bond lengths (Å).
Element x y z (Å)
1 C 0.22452 -0.95151 -0.62771  C7 1.523, H41 1.096, C54 1.522, H64 1.095
2 H 0.90561 0.66565 -2.84397  C26 1.092
3 C -0.45329 4.37353 -0.60859  F27 1.354, C39 1.387, C43 1.379
4 H 0.61230 -1.54420 -2.64715  C7 1.095
5 C -1.51906 -1.68285 -2.27909  C7 1.533, C9 1.525, H16 1.093, H36 1.091
6 H 3.80325 2.94176 -3.65319  C61 1.096
7 C -0.05998 -1.83777 -1.83371  C1 1.523, H4 1.095, C5 1.533, H44 1.094
8 H -1.39248 -2.61431 -4.23687  C9 1.091
9 C -1.72844 -1.67698 -3.78980  C5 1.525, H8 1.091, N15 1.457, H40 1.091
10 H -0.42292 5.01327 -4.46774  C60 1.093
11 H 2.09310 1.03104 -4.08815  C26 1.099
12 H 1.89101 1.09585 0.31745  C66 1.087
13 H 1.84950 -1.95776 0.38881  C54 1.094
14 H 1.08930 6.37760 0.70482  C50 1.091
15 N -1.00972 -0.60252 -4.46240  C9 1.457, H51 1.004, C56 1.358
16 H -2.13766 -2.47304 -1.84690  C5 1.093
17 C 1.23421 3.63079 -4.61484  C18 1.535, H22 1.100, C58 1.532, C60 1.526
18 C 0.48384 2.45463 -3.97481  C17 1.535, C26 1.530, H59 1.097, C65 1.533
19 C -0.25044 2.15407 0.98274  C29 1.390, C32 1.503, C45 1.389
20 H 3.03715 1.45244 -1.83189  C55 1.094
21 H 1.48757 3.10053 1.80743  C29 1.085
22 H 1.87509 3.22578 -5.41154  C17 1.100
23 H 1.49696 4.76600 -2.81651  C58 1.097
24 H 2.68990 5.11731 -4.05458  C58 1.093
25 H 0.85528 5.53764 -5.56500  C60 1.092
26 C 1.46063 1.48248 -3.31082  H2 1.092, H11 1.099, C18 1.530, C55 1.523
27 F -0.54824 5.46280 -1.40680  C3 1.354
28 C 0.94474 -0.89384 2.87583  H34 1.094, H46 1.086, N49 1.453, H52 1.090
29 C 0.67917 3.18251 1.08890  C19 1.390, H21 1.085, C39 1.390
30 H 3.70143 3.85174 -2.15485  C61 1.093
31 H -0.26831 4.28455 -6.07069  C60 1.090
32 C -0.20930 0.95232 1.88385  C19 1.503, O47 1.220, N49 1.368
33 H 2.91807 0.06896 1.30647  C66 1.093
34 H 0.37103 -1.73832 2.48198  C28 1.094
35 H 0.20950 1.22374 -5.73380  C65 1.095
36 H -1.91441 -0.73928 -1.90004  C5 1.091
37 H -1.08153 2.40215 -5.47778  C65 1.089
38 H -2.02655 1.46745 -0.00066  C45 1.082
39 C 0.59288 4.32442 0.30019  C3 1.387, C29 1.390, C50 1.502
40 H -2.79303 -1.57080 -4.00569  C9 1.091
41 H -0.48025 -1.19865 0.17396  C1 1.096
42 H 2.35810 5.21858 1.12053  C50 1.089
43 C -1.39152 3.37203 -0.74881  C3 1.379, C45 1.385, H62 1.082
44 H 0.16961 -2.88356 -1.60888  C7 1.094
45 C -1.29360 2.26017 0.07157  C19 1.389, H38 1.082, C43 1.385
46 H 0.49136 -0.59736 3.81746  C28 1.086
47 O -1.18921 0.65522 2.54765  C32 1.220
48 H 1.70760 2.54958 -1.46817  C55 1.096
49 N 0.95314 0.23457 1.96018  C28 1.453, C32 1.368, C66 1.459
50 C 1.57902 5.45271 0.39682  H14 1.091, C39 1.502, H42 1.089, H57 1.091
51 H -0.21582 -0.82730 -5.03419  N15 1.004
52 H 1.97328 -1.21104 3.04658  C28 1.090
53 O -2.20370 1.07078 -3.52511  C56 1.221
54 C 1.64975 -0.99707 -0.09527  C1 1.522, H13 1.094, H63 1.095, C66 1.531
55 C 2.34228 2.17023 -2.27695  H20 1.094, C26 1.523, H48 1.096, C61 1.524
56 C -1.29657 0.70856 -4.25836  N15 1.358, O53 1.221, C65 1.516
57 H 2.04874 5.64549 -0.56931  C50 1.091
58 C 2.13795 4.30319 -3.57688  C17 1.532, H23 1.097, H24 1.093, C61 1.524
59 H -0.17085 2.86365 -3.19554  C18 1.097
60 C 0.29280 4.66849 -5.21892  H10 1.093, C17 1.526, H25 1.092, H31 1.090
61 C 3.10198 3.33197 -2.90669  H6 1.096, H30 1.093, C55 1.524, C58 1.524
62 H -2.17175 3.45865 -1.49319  C43 1.082
63 H 2.36197 -0.91376 -0.92335  C54 1.095
64 H -0.00575 0.07917 -0.91702  C1 1.095
65 C -0.40986 1.70940 -4.97218  C18 1.533, H35 1.095, H37 1.089, C56 1.516
66 C 1.91975 0.16009 0.87043  H12 1.087, H33 1.093, N49 1.459, C54 1.531

Charge distribution, Mulliken scheme, values in e: C 0.366; H -0.996; C 0.911; H 0.292; C -0.471; H 0.421; C -0.633; H 0.411; C -1.222; H 0.262; H 0.272; H -0.274; H 0.401; H 0.383; N 0.013; H 0.474; C 0.069; C 2.006; C 0.511; H 0.594; H 0.344; H 0.344; H 0.015; H 0.412; H 0.457; C 0.201; F -0.506; C -1.017; C 0.063; H 0.463; H 0.473; C 0.153; H 0.300; H 0.309; H 0.300; H 0.122; H 0.471; H 0.404; C 0.775; H 0.367; H 0.648; H 0.390; C -0.878; H 0.560; C -0.831; H 0.361; O -0.658; H -1.070; N 0.215; C -1.632; H 0.284; H 0.313; O -0.682; C -0.834; C 1.115; C 0.148; H 0.269; C -0.513; H -0.761; C -1.798; C -1.407; H 0.382; H 0.374; H -0.635; C -1.213; C -0.390

***

Question: What is the HOMO-LUMO gap in the third record?
Answer: 0.3551 hartree

***

Question: Number 3 is which compound?
Answer: C24H37FN2O2

***

Question: Which value of HOMO-LUMO gap does entry 1 give?
Answer: 0.3068 hartree